ORCA calculation (ωB97M-V with the def2-TZVPD basis set) on 2 unconnected molecules or ions with the total composition C3H11N2.

CARTESIAN COORDINATES (ANGSTROEM)
1 N -2.89691 -1.20827 -0.39687
2 C -1.65862 -0.90431 -0.11639
3 N -0.84642 -0.20159 -0.85446
4 H -3.36984 -1.02214 -1.27571
5 H -3.45213 -1.79421 0.21566
6 H -1.28646 -1.25181 0.84011
7 H 0.12134 -0.13612 -0.55208
8 H -1.00742 0.00777 -1.82807
9 C 1.80302 1.33961 -0.07982
10 C 1.76876 0.27009 1.03746
11 H 0.89421 1.93983 -0.07236
12 H 1.96547 0.89728 -1.06530
13 H 2.63144 2.02578 0.06834
14 H 0.76855 0.04456 1.41395
15 H 2.26512 -0.65749 0.75758
16 H 2.29988 0.65102 1.90797

Atoms 1-6, force components in eV/Å:
N -0.8 -0.4 -0.4
C -0.2 -0.1 0.2
N 0.5 -0.5 -0.1
H 0.4 0.3 0.0
H 0.4 0.2 0.2
H 0.0 0.1 0.0

- energy (Eh) = -230.172022
- gap between HOMO and LUMO (eV) = 11.7361
- ΔE to the lowest compared entry with this formula, charge and spin (kcal per mole) = 6.5
- charge = +1

ORCA calculation (ωB97M-V with the def2-TZVPD basis set) on 2 unconnected molecules or ions with the total composition C3H11N2O in a non-equilibrium geometry.

CARTESIAN COORDINATES (ANGSTROEM)
1 C -0.69516 -1.53228 0.46978
2 O -0.98935 -1.90758 1.81284
3 C -1.31309 -0.16138 0.27159
4 N -0.86266 0.39557 -1.02380
5 H -1.19094 -2.19470 -0.25357
6 H 0.38520 -1.55361 0.31344
7 H -0.53144 -2.74895 1.91646
8 H -2.39425 -0.26997 0.32494
9 H -0.96548 0.52737 1.03866
10 H -1.11377 -0.25319 -1.76925
11 H 0.21540 0.72531 -0.99761
12 H -1.35512 1.24039 -1.30705
13 C 2.14616 1.65839 0.26707
14 N 1.57960 1.36779 -0.95256
15 H 1.55967 1.64035 1.17954
16 H 3.21850 1.79692 0.35641
17 H 2.30673 1.26959 -1.64689

Atoms 1-6, force components in eV/Å:
C -0.3 0.2 0.2
O 0.2 -0.3 -0.6
C 0.5 0.3 0.2
N -2.0 -0.4 -0.5
H 0.2 -0.2 0.1
H 0.0 0.3 -0.2

- energy (Eh) = -305.511960
- gap between HOMO and LUMO (alpha / beta) (eV) = 4.2445 / 8.7069
- 2S+1 = 2
- ΔE to the lowest compared entry with this formula, charge and spin (kcal per mole) = 37.6
- <S²> = 0.754

ORCA calculation (ωB97M-V with the def2-TZVPD basis set) on 2 unconnected molecules or ions with the total composition C3H11N2O in a non-equilibrium geometry.

CARTESIAN COORDINATES (ANGSTROEM)
1 C 2.19002 -0.30217 -0.31555
2 C -1.32937 0.99139 -0.77648
3 C -0.12835 0.39335 -0.05028
4 N -1.13647 -1.32381 0.23847
5 N 0.03633 0.81520 1.19661
6 O 0.85149 -0.09376 -0.77757
7 H 2.89231 0.18155 -1.14743
8 H 2.61102 0.37398 0.54872
9 H 2.55803 -1.32959 -0.14592
10 H -1.96976 1.37337 -0.11382
11 H -0.79887 1.72216 -1.36092
12 H -1.74300 0.36641 -1.46616
13 H -0.66865 -2.18374 0.51883
14 H -1.93827 -1.25351 0.83822
15 H 0.90242 0.65430 1.82241
16 H -1.59111 -1.60115 -0.62825
17 H -0.73778 1.21603 1.61913

Atoms 1-6, force components in eV/Å:
C 3.9 2.9 -0.4
C 5.3 -0.1 -0.9
C -0.7 -0.6 0.5
N -0.6 -1.8 -0.5
N 3.9 -0.5 0.8
O 0.1 0.2 0.1

- energy (Eh) = -305.360581
- gap between HOMO and LUMO (eV) = 12.0685
- ΔE to the lowest compared entry with this formula, charge and spin (kcal per mole) = 57.8
- charge = +1

ORCA calculation (ωB97M-V with the def2-TZVPD basis set) on 2 unconnected molecules or ions with the total composition C3H11N2O in a non-equilibrium geometry.

CARTESIAN COORDINATES (ANGSTROEM)
1 C -1.06594 -0.67537 1.88369
2 C 0.41305 -0.42035 1.43926
3 N 1.67137 1.52942 -1.35489
4 C 1.33639 0.45199 -0.64205
5 N 0.42693 0.51161 0.29851
6 H -1.34315 -0.00477 2.70226
7 H -1.64678 -0.60174 0.96550
8 H -1.19508 -1.72947 2.11530
9 H 0.95578 0.06307 2.25154
10 H 0.90186 -1.40072 1.15918
11 H 1.42948 2.48926 -1.14768
12 H 2.16592 1.32331 -2.20786
13 H 2.05793 -0.35824 -0.73880
14 H -0.47932 0.88442 0.04525
15 H -2.33383 -0.16610 -2.49429
16 H -1.75941 -1.41080 -2.23472
17 O -1.53519 -0.48553 -2.04021

Atoms 1-6, force components in eV/Å:
C 1.3 -0.3 -0.9
C -0.7 -1.1 0.3
N -0.3 -1.3 -0.4
C 1.0 2.0 0.5
N 0.1 -1.2 -0.2
H -0.3 -0.3 -0.4

- energy (Eh) = -305.404093
- gap between HOMO and LUMO (eV) = 10.9495
- ΔE to the lowest compared entry with this formula, charge and spin (kcal per mole) = 30.5
- charge = +1

ORCA calculation (ωB97M-V with the def2-TZVPD basis set) on 2 unconnected molecules or ions with the total composition C3H11N2O in a non-equilibrium geometry.

CARTESIAN COORDINATES (ANGSTROEM)
1 C 0.08020 -1.40341 1.96353
2 C 0.11616 -0.41406 0.84513
3 C -0.95823 0.37524 0.72057
4 N -1.08780 1.30843 -0.44362
5 N 1.30786 -0.31808 0.19083
6 H -0.27452 -2.38843 1.67783
7 H -0.56117 -1.08843 2.77737
8 H 1.03997 -1.58423 2.43341
9 H -1.67413 0.56268 1.48950
10 H -0.40865 2.07747 -0.40130
11 H -2.02170 1.69851 -0.39916
12 H -0.82233 0.80634 -1.29681
13 H 1.96352 -1.05164 0.42159
14 H 1.34296 -0.09521 -0.79411
15 H 0.81938 1.26931 -2.94709
16 H 0.63271 -0.13984 -3.51830
17 O 0.50578 0.38536 -2.71937

Atoms 1-6, force components in eV/Å:
C 0.0 -0.3 0.9
C 0.1 0.0 1.1
C 0.2 0.4 -0.8
N 1.2 -0.2 1.0
N 0.1 -0.6 -0.6
H -0.1 0.0 -0.5

- energy (Eh) = -305.405249
- gap between HOMO and LUMO (eV) = 9.4821
- ΔE to the lowest compared entry with this formula, charge and spin (kcal per mole) = 29.8
- charge = +1

ORCA calculation (ωB97M-V with the def2-TZVPD basis set) on 2 unconnected molecules or ions with the total composition C3H11N2O in a non-equilibrium geometry.

CARTESIAN COORDINATES (ANGSTROEM)
1 C 2.38788 -0.39631 0.24353
2 C 1.41104 0.69676 0.54994
3 O 0.23967 0.46995 0.82382
4 N 1.92462 1.94015 0.71003
5 H 2.87993 -0.28365 -0.76800
6 H 1.88250 -1.33316 0.12863
7 H 1.28355 2.61103 1.21724
8 H 2.85623 2.26635 0.45361
9 H 3.28661 -0.49296 0.86980
10 C -2.12717 -1.20955 -1.00224
11 N -2.43932 -0.09460 -0.04916
12 H -2.52785 -0.37205 0.93526
13 H -1.71740 0.61323 0.02998
14 H -3.33244 0.30234 -0.33642
15 H -2.18950 -1.11653 -2.08151
16 H -2.73532 -2.10526 -0.77393
17 H -1.08302 -1.49576 -0.95060

Atoms 1-6, force components in eV/Å:
C 1.4 -0.2 -2.2
C 1.5 0.4 1.1
O -1.0 -0.2 -0.4
N -1.3 1.3 0.8
H -0.7 0.4 0.7
H -0.3 -0.5 0.4

- energy (Eh) = -305.425331
- gap between HOMO and LUMO (eV) = 10.5719
- ΔE to the lowest compared entry with this formula, charge and spin (kcal per mole) = 17.2
- charge = +1

ORCA calculation (ωB97M-V with the def2-TZVPD basis set) on 2 unconnected molecules or ions with the total composition C3H11N2O in a non-equilibrium geometry.

CARTESIAN COORDINATES (ANGSTROEM)
1 C 1.19519 0.34503 -0.09476
2 C -0.15217 0.24165 0.51352
3 C -0.84181 1.11348 1.26454
4 N -0.64997 2.44540 1.43367
5 N -0.94803 -0.94575 0.04535
6 H 1.11377 0.40947 -1.18816
7 H 1.58168 -0.67719 0.02426
8 H 1.75612 1.13969 0.37799
9 H -1.66402 0.66445 1.82327
10 H 0.16943 2.92660 1.08199
11 H -1.04299 2.84447 2.25594
12 H -1.90163 -0.68811 -0.14404
13 H -0.91425 -1.67044 0.76427
14 H -0.53513 -1.30615 -0.82780
15 H 0.34645 -2.70126 -2.68162
16 H 1.66590 -2.05943 -2.54646
17 O 0.82146 -2.08191 -2.10198

Atoms 1-6, force components in eV/Å:
C -1.0 -1.2 -0.8
C -0.6 1.0 -0.3
C -0.1 -0.7 -0.1
N 0.6 -0.2 0.1
N 1.0 -0.1 0.7
H 0.3 0.7 0.1

- energy (Eh) = -305.394744
- gap between HOMO and LUMO (eV) = 9.1667
- ΔE to the lowest compared entry with this formula, charge and spin (kcal per mole) = 36.4
- charge = +1

ORCA calculation (ωB97M-V with the def2-TZVPD basis set) on 2 unconnected molecules or ions with the total composition C3H11N2O in a non-equilibrium geometry.

CARTESIAN COORDINATES (ANGSTROEM)
1 C 0.93822 0.25194 -1.45986
2 C 0.68506 0.86755 0.99650
3 C 0.12386 0.21689 -0.25149
4 N -2.07430 0.80027 0.52681
5 N 0.12504 -1.71563 0.34526
6 O -1.11908 0.43007 -0.54732
7 H 1.90883 -0.34554 -1.22619
8 H 0.36683 -0.14519 -2.35260
9 H 1.14007 1.31246 -1.54989
10 H 1.26756 1.73631 0.83304
11 H -0.16642 1.05298 1.65896
12 H 1.44757 0.29421 1.48462
13 H -2.55333 1.49396 -0.05020
14 H -2.65751 -0.02377 0.51101
15 H -0.38202 -2.11505 1.14651
16 H 1.13233 -1.92427 0.45734
17 H -0.18271 -2.18718 -0.52251

Atoms 1-6, force components in eV/Å:
C 1.3 -2.4 -0.7
C -1.0 -1.1 0.5
C 0.0 0.8 2.2
N 1.0 0.1 -1.2
N 0.7 -0.1 -1.0
O -1.1 -0.1 -0.1

- energy (Eh) = -305.322803
- gap between HOMO and LUMO (eV) = 11.9962
- ΔE to the lowest compared entry with this formula, charge and spin (kcal per mole) = 81.5
- charge = +1